The following is a quantum chemistry calculation of a cluster of 17 separate species, C66H174N8O25 in total in a non-equilibrium geometry, from the OMol25 dataset.

```
273
Properties=species:S:1:pos:R:3
C 0.908 -6.190 -5.031
O -0.121 -5.138 -4.931
C -1.326 -5.745 -4.493
C -2.345 -4.665 -4.378
N -1.820 -3.778 -3.297
C -2.768 -2.860 -2.702
C -3.299 -1.795 -3.643
O -2.281 -1.279 -4.469
C -2.825 -0.326 -5.417
H 0.475 -7.049 -5.510
H 1.314 -6.332 -4.014
H 1.664 -5.839 -5.754
H -1.274 -6.283 -3.500
H -1.732 -6.432 -5.270
H -3.378 -4.982 -4.152
H -2.414 -4.029 -5.241
H -1.040 -3.271 -3.701
H -2.364 -2.414 -1.822
H -3.665 -3.340 -2.364
H -3.688 -0.961 -3.001
H -4.114 -2.051 -4.271
H -3.770 -0.596 -5.831
H -2.133 -0.299 -6.210
H -2.843 0.666 -4.983
C -0.081 2.873 -2.949
O 1.112 2.157 -2.890
C 0.978 0.734 -3.149
C 0.193 -0.150 -2.192
N 0.838 -0.261 -0.911
C 0.060 -1.033 -0.038
C 0.707 -1.187 1.358
O 0.858 0.132 1.827
C 1.552 0.146 3.119
H -0.065 3.719 -3.712
H -0.304 3.397 -2.034
H -1.026 2.253 -3.063
H 1.995 0.348 -3.222
H 0.661 0.540 -4.169
H 0.163 -1.104 -2.717
H -0.862 0.144 -2.168
H 1.002 0.657 -0.582
H 0.026 -2.029 -0.524
H -0.942 -0.579 0.028
H 1.696 -1.716 1.236
H 0.025 -1.752 2.048
H 1.608 1.225 3.343
H 2.573 -0.240 3.038
H 0.972 -0.408 3.888
C -4.698 -5.872 -0.748
O -3.771 -4.769 -0.544
C -2.964 -4.848 0.647
C -1.786 -5.721 0.548
N -0.798 -5.058 -0.328
C 0.399 -5.824 -0.600
C 1.330 -5.055 -1.450
O 2.281 -5.768 -2.151
C 3.123 -6.656 -1.454
H -5.163 -5.679 -1.718
H -5.378 -5.934 0.081
H -4.113 -6.731 -0.770
H -3.537 -4.999 1.550
H -2.641 -3.805 0.757
H -2.083 -6.687 0.126
H -1.375 -6.044 1.531
H -1.200 -4.736 -1.206
H 0.227 -6.844 -0.994
H 0.933 -6.009 0.379
H 1.738 -4.180 -0.917
H 0.792 -4.558 -2.223
H 2.562 -7.329 -0.773
H 3.805 -6.060 -0.919
H 3.696 -7.235 -2.197
C -2.591 6.474 5.511
O -1.810 5.306 5.314
C -1.576 4.982 3.973
C -0.858 3.635 4.122
N 0.528 3.645 4.533
C 1.410 4.188 3.476
C 2.783 4.533 3.893
O 2.868 5.636 4.737
C 3.485 6.778 4.196
H -2.132 7.321 4.988
H -2.715 6.635 6.642
H -3.585 6.325 5.059
H -0.917 5.744 3.553
H -2.487 4.887 3.446
H -0.900 3.051 3.163
H -1.532 3.063 4.817
H 0.476 4.311 5.325
H 0.915 4.989 2.875
H 1.346 3.334 2.749
H 3.476 4.702 2.993
H 3.195 3.663 4.484
H 2.847 7.208 3.440
H 4.415 6.548 3.726
H 3.661 7.546 4.956
C -4.024 -1.182 0.774
O -4.805 -1.998 1.572
C -5.866 -2.637 0.867
C -6.582 -3.503 1.861
N -7.297 -2.685 2.806
C -8.145 -3.480 3.669
C -7.444 -4.566 4.546
O -6.632 -3.829 5.399
C -5.761 -4.663 6.220
H -3.237 -0.895 1.465
H -4.595 -0.323 0.398
H -3.664 -1.803 -0.110
H -5.429 -3.306 0.140
H -6.508 -1.926 0.398
H -5.786 -4.078 2.431
H -7.248 -4.152 1.265
H -6.675 -2.023 3.267
H -8.797 -3.979 3.012
H -8.659 -2.818 4.349
H -6.788 -5.284 4.014
H -8.262 -5.155 4.982
H -5.385 -4.119 7.085
H -5.015 -5.126 5.563
H -6.336 -5.523 6.591
C -6.578 1.796 4.480
O -5.321 1.968 3.850
C -4.616 0.764 3.496
C -3.581 0.388 4.553
N -2.853 -0.821 4.159
C -3.371 -2.084 4.643
C -2.610 -3.241 4.067
O -1.394 -3.279 4.816
C -0.332 -4.056 4.323
H -6.832 2.793 4.890
H -6.404 1.037 5.289
H -7.277 1.290 3.819
H -4.006 0.922 2.592
H -5.294 -0.040 3.283
H -3.962 0.259 5.580
H -2.911 1.240 4.582
H -1.885 -0.791 4.416
H -4.399 -2.146 4.342
H -3.247 -2.265 5.752
H -2.452 -2.978 2.995
H -3.160 -4.206 4.075
H 0.635 -3.661 4.655
H -0.337 -4.054 3.221
H -0.494 -5.144 4.629
C 4.801 -1.775 -0.296
O 5.624 -2.195 -1.403
C 5.807 -1.181 -2.385
C 6.284 -1.917 -3.625
N 5.357 -2.876 -4.116
C 5.952 -3.367 -5.453
C 5.537 -4.696 -5.886
O 6.300 -5.571 -5.060
C 6.169 -6.852 -5.605
H 5.345 -1.212 0.404
H 4.488 -2.660 0.278
H 3.896 -1.274 -0.709
H 6.535 -0.389 -2.107
H 4.874 -0.631 -2.605
H 7.224 -2.332 -3.335
H 6.424 -1.114 -4.378
H 5.349 -3.639 -3.405
H 7.015 -3.481 -5.288
H 5.822 -2.544 -6.149
H 5.780 -4.828 -6.937
H 4.449 -4.898 -5.841
H 6.527 -6.791 -6.621
H 5.137 -7.145 -5.533
H 6.692 -7.735 -5.209
C -0.244 9.592 3.026
O -1.036 8.677 2.262
C -0.720 8.856 0.856
C -1.470 7.795 0.074
N -1.369 6.438 0.479
C -0.056 5.750 0.390
C 0.544 5.673 -1.005
O 1.210 6.867 -1.368
C 2.092 6.640 -2.482
H 0.876 9.371 3.028
H -0.556 9.554 4.126
H -0.454 10.614 2.687
H 0.391 8.863 0.640
H -0.984 9.926 0.541
H -1.127 8.032 -0.951
H -2.521 8.080 0.059
H -1.774 6.299 1.391
H -0.159 4.691 0.722
H 0.747 6.208 1.009
H -0.289 5.608 -1.728
H 1.180 4.790 -1.080
H 1.531 6.561 -3.411
H 2.683 5.761 -2.401
H 2.751 7.517 -2.569
C -2.732 5.505 -3.180
C -3.496 4.205 -3.553
O -3.461 3.410 -2.374
H -3.319 6.122 -2.483
H -2.342 6.141 -4.052
H -1.862 5.162 -2.555
H -3.101 3.682 -4.400
H -4.531 4.464 -3.756
H -4.211 2.824 -2.444
C -2.843 2.994 0.803
C -1.987 1.732 0.649
O -0.579 2.109 0.668
H -2.445 3.761 0.082
H -2.855 3.431 1.798
H -3.907 2.837 0.549
H -2.309 1.349 -0.282
H -2.174 0.964 1.437
H -0.028 1.365 1.046
C 5.363 0.843 3.722
C 5.575 -0.633 3.750
O 5.217 -1.238 5.085
H 4.293 1.160 3.783
H 5.880 1.339 2.883
H 5.857 1.262 4.580
H 6.640 -1.004 3.505
H 4.930 -1.124 2.977
H 5.859 -0.898 5.682
C 4.190 2.399 -0.291
C 4.471 2.588 -1.816
O 3.509 3.312 -2.425
H 3.179 2.053 -0.021
H 4.179 3.340 0.303
H 4.924 1.712 0.282
H 4.577 1.640 -2.331
H 5.362 3.150 -1.915
H 2.593 2.891 -2.442
C 2.058 2.392 8.478
C 1.268 1.316 7.651
O 1.815 1.343 6.333
H 2.072 3.332 7.838
H 3.080 2.055 8.628
H 1.658 2.650 9.440
H 0.174 1.527 7.682
H 1.412 0.273 7.980
H 1.573 2.135 5.788
C 4.732 1.081 -5.578
C 3.461 1.394 -6.325
O 2.866 0.343 -7.074
H 4.919 1.873 -4.856
H 5.543 0.961 -6.334
H 4.626 0.150 -5.051
H 3.694 2.174 -7.084
H 2.779 1.840 -5.573
H 2.870 -0.448 -6.474
C 3.042 -5.319 3.653
C 3.404 -3.908 3.815
O 4.567 -3.803 4.560
H 2.106 -5.370 3.175
H 2.968 -5.781 4.630
H 3.770 -5.847 3.090
H 2.597 -3.306 4.271
H 3.570 -3.453 2.821
H 4.622 -2.888 4.938
C 0.556 -2.109 -6.148
C 1.592 -2.686 -5.194
O 2.731 -1.816 -5.080
H 0.851 -2.121 -7.186
H 0.400 -1.066 -5.935
H -0.363 -2.678 -6.054
H 1.971 -3.635 -5.644
H 1.191 -2.920 -4.198
H 3.454 -2.315 -4.604
C -0.230 6.096 -7.312
C 0.119 4.978 -6.369
O 0.021 3.758 -7.130
H -0.218 7.055 -6.753
H -1.184 5.890 -7.783
H 0.559 6.161 -8.091
H -0.594 4.970 -5.545
H 1.130 5.024 -5.996
H 0.767 3.175 -6.940
```

Total charge: 0
ΔE to the lowest compared entry with this formula, charge and spin, kcal per mole: 0.0
HOMO level, eV: -8.397

=====

The following is a quantum chemistry calculation of a structure of composition C24H28N5Se2Zn, from the OMol25 dataset.

```
60
Properties=species:S:1:pos:R:3
Zn -0.316 -0.219 -0.251
C 0.720 4.232 4.532
C 0.040 3.391 3.488
C -1.152 2.721 3.752
C -1.745 1.902 2.810
C -1.196 1.731 1.536
N -1.694 0.809 0.615
C -3.001 0.831 0.190
C -3.865 1.915 0.419
C -5.148 1.952 -0.087
C -5.655 0.927 -0.882
C -7.028 0.998 -1.490
C -4.817 -0.148 -1.123
C -3.537 -0.221 -0.581
N -2.814 -1.442 -0.833
C -3.374 -2.660 -0.927
C -2.424 -3.546 -1.390
C -1.279 -2.776 -1.546
N -1.513 -1.504 -1.215
C -0.021 2.451 1.260
C 0.596 3.236 2.228
N 0.554 2.475 -0.057
C 1.038 3.567 -0.674
C 1.580 3.178 -1.880
C 1.374 1.802 -1.927
N 0.771 1.378 -0.818
H 0.065 4.403 5.385
H 1.013 5.203 4.133
H 1.623 3.741 4.900
H -1.613 2.821 4.728
H -2.651 1.360 3.052
H -3.501 2.750 1.002
H -5.767 2.816 0.123
H -7.637 1.750 -0.991
H -7.549 0.043 -1.415
H -6.978 1.263 -2.548
H -5.160 -0.954 -1.762
H -4.407 -2.807 -0.661
H -2.548 -4.597 -1.579
H -0.294 -3.071 -1.872
H 1.530 3.729 1.986
H 0.942 4.537 -0.218
H 2.033 3.806 -2.625
H 1.618 1.101 -2.710
C 4.713 1.692 -0.002
Se 3.713 0.627 1.276
C 3.428 -0.894 0.084
C 2.673 -2.006 0.783
Se 1.005 -1.342 1.568
C 0.091 -3.046 1.759
H 4.100 1.915 -0.872
H 5.622 1.170 -0.292
H 4.979 2.619 0.500
H 4.401 -1.269 -0.236
H 2.882 -0.547 -0.795
H 3.251 -2.425 1.605
H 2.418 -2.804 0.087
H 0.066 -3.575 0.810
H -0.923 -2.827 2.086
H 0.601 -3.635 2.516
```

Total charge: +1
HOMO level, eV: -9.643

=====

The following is a quantum chemistry calculation of a structure of composition C2H8O2Tl in a non-equilibrium geometry, from the OMol25 dataset.

```
13
Properties=species:S:1:pos:R:3
Tl 2.455 -0.715 1.328
C -0.740 1.946 1.277
O 0.331 1.521 1.975
H -0.640 1.640 0.233
H -1.730 1.470 1.636
H -0.861 3.066 1.399
H 0.293 1.907 2.894
C 0.229 -1.588 -2.052
O 0.347 -1.888 -0.727
H -0.833 -1.502 -2.391
H 0.905 -0.788 -2.373
H 0.635 -2.529 -2.625
H -0.390 -2.540 -0.576
```

Total charge: +3
ΔE to the lowest compared entry with this formula, charge and spin, kcal per mole: 1.6
HOMO level, eV: -23.426

=====

The following is a quantum chemistry calculation of a structure of composition C25H21N2O2S5SiTi, from the OMol25 dataset.

```
57
Properties=species:S:1:pos:R:3
Ti 0.337 -0.394 0.557
O 5.164 1.966 -1.638
C 4.184 1.323 -1.438
S 4.195 -0.254 -0.638
C 2.480 -0.580 -0.779
C 1.719 0.394 -1.402
S 0.001 0.330 -1.593
S 2.564 1.829 -1.941
S 1.860 -2.015 -0.027
O 0.725 0.973 1.583
Si 0.713 1.387 3.216
C 0.530 -0.270 4.059
C 1.303 -1.352 3.625
C 1.096 -2.624 4.135
C 0.122 -2.834 5.102
C -0.635 -1.769 5.563
C -0.434 -0.499 5.041
C 2.273 2.301 3.581
C 2.851 3.139 2.623
C 4.009 3.845 2.909
C 4.601 3.724 4.156
C 4.042 2.897 5.117
C 2.886 2.187 4.830
C -0.839 2.391 3.490
C -0.816 3.721 3.900
C -1.997 4.435 4.067
C -3.219 3.828 3.836
C -3.268 2.492 3.454
C -2.088 1.784 3.289
H 2.105 -1.189 2.900
H 1.706 -3.449 3.793
H -0.036 -3.824 5.503
H -1.381 -1.927 6.327
H -1.038 0.321 5.402
H 2.396 3.235 1.644
H 4.451 4.486 2.160
H 5.505 4.273 4.380
H 4.508 2.799 6.086
H 2.463 1.532 5.580
H 0.132 4.208 4.081
H -1.959 5.466 4.385
H -4.133 4.387 3.976
H -4.225 2.002 3.325
H -2.120 0.715 3.065
C -2.880 -1.651 -2.097
N -3.054 -0.409 -1.357
C -3.639 0.746 -1.828
C -3.564 1.670 -0.839
N -2.940 1.065 0.221
C -2.620 -0.198 -0.105
S -1.827 -1.366 0.906
H -3.253 -1.505 -3.108
H -3.432 -2.453 -1.612
H -1.820 -1.906 -2.128
H -4.055 0.811 -2.815
H -3.898 2.689 -0.803
H -2.722 1.496 1.116
```

Total charge: +1
HOMO level, eV: -11.373

=====

The following is a quantum chemistry calculation of the molecule C4H5NO7S2 in a non-equilibrium geometry, from the OMol25 dataset.

```
19
Properties=species:S:1:pos:R:3
C 0.570 -1.928 0.691
C -1.311 1.585 -0.018
C 0.071 -0.388 0.644
C -1.889 -0.785 -0.604
N -0.904 0.110 -0.045
O -0.172 -2.839 0.860
O 2.754 0.465 -0.277
O 2.097 2.649 1.095
O 1.810 -1.999 0.510
O -0.374 2.418 0.563
O 2.616 -1.241 -1.924
O 0.860 0.423 1.241
S 3.021 -0.960 -0.558
S 1.316 1.850 0.268
H -1.571 1.840 -1.010
H -2.202 1.679 0.523
H -2.978 -0.285 -0.297
H -1.755 -0.873 -1.730
H -1.961 -1.721 0.069
```

Total charge: 0
ΔE to the lowest compared entry with this formula, charge and spin, kcal per mole: 25.7
HOMO level, eV: -9.926

=====

no.,Kohn-Sham gap (Eh)
1,0.324
2,0.272
3,0.106
4,0.270
5,0.328